Computed, not measured: C38H36IN14OSSiY as an isolated structure, with the ωB97M-V functional and the def2-TZVPD basis.

Each line ends with the Löwdin charge.
Element x y z (Å)
Y (0.602, -0.599, 1.339)  1.27
N (3.368, -3.158, 1.042)  0.13
C (2.584, -3.193, 2.169)  -0.47
N (2.672, -4.142, 3.097)  0.00
N (1.760, -3.799, 4.006)  -0.11
N (1.159, -2.720, 3.665)  -0.07
N (1.651, -2.283, 2.490)  -0.10
C (3.079, -2.421, -0.079)  -0.47
N (3.717, -2.606, -1.234)  0.01
N (3.182, -1.707, -2.055)  -0.10
N (2.281, -1.021, -1.454)  -0.08
N (2.169, -1.434, -0.176)  -0.07
H (3.969, -3.954, 0.904)  0.13
I (-2.106, 1.056, 2.486)  1.05
C (-2.633, -0.828, 3.358)  -0.56
C (-3.465, -0.776, 4.442)  -0.18
C (-3.965, -1.966, 4.988)  -0.11
C (-3.681, -3.153, 4.379)  -0.06
C (-2.824, -3.209, 3.262)  -0.18
C (-2.564, -4.439, 2.634)  -0.06
C (-1.703, -4.497, 1.576)  -0.09
C (-1.030, -3.345, 1.152)  -0.17
C (-1.232, -2.083, 1.701)  -0.22
C (-2.203, -2.026, 2.749)  -0.26
H (-3.745, 0.176, 4.870)  0.07
H (-4.593, -1.922, 5.868)  0.09
H (-4.111, -4.081, 4.737)  0.10
H (-3.057, -5.324, 3.015)  0.10
H (-1.519, -5.436, 1.072)  0.09
H (-0.316, -3.473, 0.344)  0.06
C (0.277, -4.245, -2.671)  0.00
C (-1.128, -3.801, -2.540)  -0.35
N (-2.189, -4.472, -2.891)  0.08
N (-3.235, -3.664, -2.582)  0.00
C (-2.832, -2.479, -2.053)  -0.86
S (-3.773, -1.224, -1.568)  0.56
N (-1.464, -2.577, -2.041)  -0.08
N (-0.595, -1.681, -1.469)  0.11
H (0.309, -5.263, -3.054)  0.08
H (0.777, -4.196, -1.704)  0.07
H (0.826, -3.588, -3.348)  0.08
H (-4.182, -3.955, -2.738)  0.13
H (-1.085, -0.823, -1.183)  0.03
H (0.166, -1.410, -2.094)  0.07
C (1.126, 4.579, -1.403)  -0.10
C (0.984, 3.303, -0.577)  -0.59
C (2.362, 2.734, -0.242)  -0.09
C (0.290, 3.666, 0.736)  -0.10
Si (-0.113, 1.936, -1.395)  0.44
O (-0.296, 0.761, -0.375)  -0.47
C (0.514, 1.356, -3.110)  -0.22
C (1.764, 1.653, -3.630)  -0.10
C (2.175, 1.175, -4.860)  -0.10
C (1.334, 0.373, -5.609)  -0.11
C (0.073, 0.077, -5.121)  -0.10
C (-0.325, 0.567, -3.890)  -0.12
C (-1.729, 2.819, -1.932)  -0.21
C (-2.905, 2.771, -1.194)  -0.10
C (-4.056, 3.418, -1.615)  -0.10
C (-4.049, 4.146, -2.793)  -0.12
C (-2.889, 4.199, -3.549)  -0.11
C (-1.750, 3.543, -3.120)  -0.11
H (1.739, 5.317, -0.879)  0.08
H (0.146, 5.017, -1.587)  0.07
H (1.588, 4.373, -2.366)  0.06
H (2.861, 3.340, 0.517)  0.09
H (3.004, 2.691, -1.118)  0.06
H (2.269, 1.716, 0.142)  0.04
H (0.791, 4.500, 1.234)  0.09
H (0.298, 2.806, 1.404)  0.03
H (-0.747, 3.947, 0.562)  0.07
H (2.438, 2.267, -3.056)  0.08
H (3.162, 1.421, -5.230)  0.09
H (1.661, -0.024, -6.563)  0.09
H (-0.599, -0.541, -5.706)  0.09
H (-1.319, 0.342, -3.528)  0.10
H (-2.924, 2.206, -0.276)  0.04
H (-4.960, 3.346, -1.023)  0.10
H (-4.942, 4.664, -3.125)  0.09
H (-2.872, 4.751, -4.482)  0.09
H (-0.851, 3.583, -3.722)  0.10
N (5.097, 3.912, 5.906)  0.11
C (4.437, 3.202, 5.282)  -0.23
C (3.620, 2.371, 4.499)  -0.27
C (4.153, 1.587, 3.471)  -0.06
C (3.321, 0.818, 2.681)  -0.15
C (1.911, 0.804, 2.801)  -0.23
C (1.437, 1.587, 3.875)  -0.16
C (2.241, 2.334, 4.713)  -0.06
H (5.224, 1.605, 3.298)  0.11
H (3.798, 0.200, 1.923)  0.08
H (0.373, 1.627, 4.079)  0.02
H (1.820, 2.896, 5.538)  0.11

energy relative to the best compared isomer or geometry (same formula, charge and spin): 25.3 kcal per mole
net charge: -2



Computed, not measured: C38H36N2O2STa as an isolated structure, with the ωB97M-V functional and the def2-TZVPD basis.

Each line ends with the Löwdin charge.
Element x y z (Å)
Ta (-0.229, 0.042, 0.592)  1.70
C (0.726, -0.284, 4.959)  0.02
C (0.999, -0.281, 3.490)  -0.32
O (0.021, -0.365, 2.719)  -0.09
C (2.369, -0.204, 2.999)  -0.10
C (3.452, -0.325, 3.884)  -0.01
C (4.747, -0.279, 3.418)  -0.06
C (4.990, -0.098, 2.058)  -0.03
C (3.951, 0.043, 1.157)  0.01
C (2.648, -0.010, 1.630)  -0.26
O (1.634, 0.150, 0.762)  -0.22
H (-0.345, -0.220, 5.126)  0.10
H (1.234, 0.551, 5.440)  0.09
H (1.106, -1.202, 5.412)  0.11
H (3.273, -0.468, 4.940)  0.12
H (5.573, -0.385, 4.107)  0.11
H (6.010, -0.059, 1.700)  0.12
H (4.129, 0.211, 0.104)  0.13
C (1.852, -0.825, -6.368)  -0.08
C (2.681, -1.395, -5.413)  -0.08
C (2.397, -1.231, -4.066)  -0.05
C (1.269, -0.523, -3.650)  -0.23
C (0.456, 0.065, -4.621)  -0.03
C (0.747, -0.086, -5.967)  -0.07
C (1.021, -0.384, -2.198)  -0.09
C (-0.154, -0.317, -1.538)  -0.26
C (-1.446, -0.598, -2.236)  -0.30
C (-1.639, -1.835, -2.861)  -0.07
C (-2.851, -2.161, -3.446)  -0.08
C (-3.907, -1.256, -3.418)  -0.09
C (-3.731, -0.025, -2.807)  -0.07
C (-2.516, 0.297, -2.214)  -0.06
H (2.075, -0.942, -7.421)  0.11
H (3.553, -1.959, -5.717)  0.10
H (3.053, -1.667, -3.320)  0.11
H (-0.399, 0.657, -4.324)  0.11
H (0.112, 0.382, -6.709)  0.11
H (1.936, -0.305, -1.615)  0.08
H (-0.809, -2.532, -2.910)  0.12
H (-2.971, -3.116, -3.943)  0.11
H (-4.852, -1.506, -3.882)  0.10
H (-4.540, 0.695, -2.797)  0.11
H (-2.381, 1.271, -1.760)  0.09
N (-4.623, -5.543, 0.067)  0.10
C (-4.420, -4.848, 1.198)  -0.85
S (-5.074, -5.210, 2.649)  0.74
C (-3.467, -3.701, 1.054)  -0.21
C (-3.705, -2.511, 1.737)  0.00
C (-2.815, -1.473, 1.594)  -0.07
N (-1.718, -1.574, 0.823)  -0.08
C (-1.473, -2.722, 0.176)  -0.10
C (-2.323, -3.803, 0.268)  0.02
H (-5.267, -6.318, 0.092)  0.11
H (-4.354, -5.181, -0.833)  0.11
H (-4.574, -2.412, 2.370)  0.11
H (-2.964, -0.528, 2.101)  0.13
H (-0.582, -2.745, -0.439)  0.12
H (-2.076, -4.715, -0.257)  0.13
C (-1.424, 4.201, 1.111)  -0.04
C (-0.371, 3.230, 0.553)  -0.56
C (-0.094, 3.595, -0.912)  -0.05
C (-0.911, 1.803, 0.582)  -0.25
C (0.886, 3.299, 1.426)  -0.19
C (2.143, 3.603, 0.919)  -0.02
C (3.261, 3.637, 1.748)  -0.07
C (3.140, 3.376, 3.102)  -0.09
C (1.888, 3.076, 3.624)  -0.09
C (0.780, 3.030, 2.795)  -0.05
H (-2.303, 4.208, 0.464)  0.09
H (-1.024, 5.215, 1.156)  0.10
H (-1.745, 3.918, 2.114)  0.08
H (-1.022, 3.531, -1.484)  0.08
H (0.623, 2.915, -1.372)  0.08
H (0.280, 4.618, -1.001)  0.09
H (-2.005, 1.710, 0.439)  0.06
H (2.267, 3.821, -0.134)  0.11
H (4.230, 3.879, 1.328)  0.11
H (4.008, 3.417, 3.748)  0.11
H (1.775, 2.892, 4.687)  0.10
H (-0.191, 2.788, 3.212)  0.11

energy relative to the best compared isomer or geometry (same formula, charge and spin): 6.2 kcal per mole
net charge: +1